# 1
Density functional theory data (the ωB97M-V functional and the def2-TZVPD basis) for 5 unconnected molecules or ions with the total composition C33H71N5O4S at a distorted geometry.

Cartesian coordinates (Å):
H 5.6802 -0.7677 -2.6236
H -2.4618 0.3676 0.4865
C -1.1022 -0.7105 -3.1157
C -8.6061 -4.9952 -7.4894
C 6.8030 1.9486 6.1216
H -5.3989 -4.8640 -4.6987
H -4.6813 -1.0071 -2.2817
N -1.7903 -1.6561 -2.2334
H -5.2387 3.9778 -0.9928
C -3.2419 4.0199 0.7694
C 8.3900 1.1259 8.8004
H -2.6760 -2.7589 -3.7647
C 3.9241 1.2385 2.4579
C -7.1158 -3.6051 -4.8591
H -4.7650 3.9400 3.0880
H -0.9804 -1.1717 -4.1036
H -6.8959 -5.7225 -4.5811
H -3.5526 -4.8857 -6.7687
H 4.2932 -2.0047 0.9220
H 0.7964 0.2800 -3.3953
C -4.1430 -1.3254 -3.1786
C 7.5084 0.1333 -1.1612
H -6.1515 -3.4683 -7.5781
C 8.3833 0.1095 4.3339
H 3.5655 0.4630 -1.1814
S 1.5812 0.0170 2.3665
H 4.2558 0.1859 2.0182
C -6.3996 -4.9218 -5.1448
H -5.4436 -4.8415 -8.4144
H -4.7371 6.1888 3.7773
H 9.8703 1.9958 7.5345
H 6.0355 -0.0662 6.5203
H -4.2010 -3.4056 -6.0259
H 4.8016 1.1707 6.3010
H -5.1340 6.8227 2.1884
H 9.7733 0.2904 5.9248
H -5.6045 6.2521 -1.5540
H -0.9358 -1.1942 -0.3880
H 1.0819 -2.1371 0.8423
C 2.9528 -3.4476 0.9489
H -5.5783 6.7962 0.1164
H -8.2841 -4.1067 -8.0391
H -4.8669 -1.8540 -3.8099
H 4.7893 1.5352 3.2251
O 4.0375 2.1846 1.3011
H -6.5081 4.5338 0.0536
N -4.6835 4.1169 1.0117
H 8.7756 0.9227 3.7132
H -6.9250 -3.3023 -3.8242
C -5.1464 6.0677 -0.5751
H -3.8210 -0.4368 -3.7284
C -5.0901 4.6467 2.3143
O 2.5927 1.2345 3.0835
O 2.3394 -1.4954 2.5765
H -1.4547 3.0610 1.5111
C -2.9837 -2.2543 -2.8397
C -2.6526 0.0648 -0.5483
H -2.3105 0.8786 -1.1917
C 4.6831 0.6129 -0.8432
C -5.4325 4.6368 -0.1366
H 9.0282 1.3653 9.6592
C 0.2945 -0.3272 -2.6350
C -4.1687 -3.9971 -6.9457
C -1.9364 -1.2520 -0.8340
H -3.5177 6.1624 2.5074
H 8.8572 -0.8204 4.0031
H -3.0772 3.5268 -0.1966
H 6.5897 2.9585 6.4956
H -3.3541 -3.0610 -2.1948
C -5.5654 -4.3803 -7.4265
H 2.6926 -4.5804 0.6868
H 8.9981 1.2471 0.5084
N 8.2244 1.6492 6.3031
C 1.7835 -2.5312 1.6920
C 5.7922 0.9786 6.7264
H -2.4909 3.6858 2.7936
N 4.2120 -3.0016 0.6235
H -9.3301 -5.5239 -8.1206
H -2.7760 5.0079 0.6988
H 7.3099 0.0129 4.1455
C 8.6837 0.3480 5.8110
H -6.7737 -2.7913 -5.5024
H -7.1391 -6.4288 -8.0754
H 0.9106 -1.2158 -2.4580
H -8.1984 -3.7033 -4.9651
H 1.1594 -3.2785 2.3482
H -1.6883 0.2016 -3.2673
C 5.9383 -0.1027 -1.6852
C 6.6608 1.7760 0.9578
H 6.6020 2.0160 5.0452
C 7.8987 1.0832 0.1361
C 8.7756 2.0022 7.6151
C -4.5842 6.0325 2.7044
C -2.4977 3.1952 1.8158
H 8.4205 -0.3850 -1.7154
H -2.4327 -2.0526 -0.2703
H -3.6668 -3.3899 -7.7061
H 7.3584 1.3040 9.1160
H -4.0764 6.2696 -0.6743
H 8.2649 -0.4769 6.3963
H 0.2621 0.2642 -1.7151
H -6.1853 4.6373 2.3891
N -6.2535 -5.3260 -6.5442
H 5.7031 1.1104 7.8069
O 1.4824 0.4419 0.8808
H -3.7352 -0.0335 -0.6544
H -9.1444 -4.6770 -6.5925
C -7.4469 -5.9242 -7.1504
C 5.0878 1.5271 0.4578
H -2.9432 2.2003 1.9267
H 6.8543 2.4702 1.9062
H 8.5217 3.0438 7.8482
H 8.5139 0.0599 8.5913
H -7.8173 -6.7309 -6.5056

Atomic forces in eV per Å
H 0.8 1.5 2.2
H 0.0 0.0 -0.1
C 0.1 -0.2 0.2
C -0.4 0.1 0.0
C 0.1 0.0 -0.3
H 0.0 0.0 -0.2
H 0.1 0.1 -0.1
N -0.2 -0.4 0.0
H 0.1 0.0 0.2
C -0.2 -0.2 0.2
C -0.1 0.0 0.4
H 0.2 0.1 0.1
C 2.1 -0.4 -0.3
C -0.3 0.1 0.2
H 0.1 0.0 -0.2
H -0.3 -0.1 0.2
H 0.0 0.0 -0.3
H -0.2 0.1 0.0
H -0.1 -0.7 -0.2
H -0.1 -0.1 0.1
C -0.4 0.1 0.0
C -2.3 1.5 1.7
H 0.0 0.2 -0.1
C -0.1 0.0 0.0
H 2.5 0.4 0.9
S -1.1 2.6 -3.3
H -1.2 1.9 1.2
C 0.4 0.0 0.0
H -0.3 -0.1 0.2
H 0.0 0.0 -0.1
H -0.1 -0.1 -0.2
H 0.0 0.1 0.0
H 0.0 -0.1 0.0
H 0.1 0.0 0.0
H 0.2 0.0 0.0
H -0.1 0.2 0.2
H 0.1 0.0 0.1
H 0.0 0.1 -0.2
H 1.4 -0.4 1.6
C 3.5 1.6 -0.6
H 0.1 -0.1 -0.1
H 0.0 -0.1 0.1
H 0.1 0.1 0.1
H -2.4 -0.5 -1.2
O 2.0 -3.2 -0.4
H 0.2 0.0 0.2
N -0.3 -0.1 -0.2
H -0.1 -0.1 0.1
H 0.0 0.0 -0.1
C -0.1 0.4 -0.1
H 0.0 -0.1 0.1
C 0.2 -0.3 0.1
O 1.7 -2.2 -1.9
O -0.2 0.7 -1.6
H -0.1 0.1 0.0
C 0.3 -0.1 -0.1
C -0.2 0.1 0.2
H 0.0 -0.1 0.0
C 4.4 0.5 1.2
C 0.1 -0.3 0.0
H -0.1 0.0 -0.1
C 0.0 0.1 0.2
C 0.0 0.0 0.1
C 0.4 0.0 0.0
H -0.1 0.0 0.0
H -0.1 0.1 0.1
H -0.3 0.2 0.0
H 0.3 -0.2 0.1
H 0.2 0.2 0.1
C 0.1 -0.2 0.2
H 0.4 2.7 0.6
H -2.4 -0.4 -1.0
N 0.2 0.3 0.2
C -0.2 -2.2 -0.9
C -0.3 0.0 0.2
H 0.0 -0.1 -0.1
N -5.6 -1.4 1.6
H 0.1 0.1 0.1
H 0.2 0.1 0.0
H 0.1 0.0 0.0
C -0.1 0.2 -0.2
H 0.0 -0.1 0.0
H 0.1 0.1 0.1
H -0.1 0.1 0.0
H 0.1 0.1 -0.1
H 1.2 1.6 -1.1
H 0.0 0.2 -0.1
C 0.8 2.6 3.8
C -0.6 -2.2 -3.2
H 0.1 -0.1 0.0
C -5.0 -0.6 -1.0
C 0.2 0.0 -0.2
C -0.1 0.3 0.2
C 0.0 0.0 0.1
H -2.3 1.2 1.2
H 0.0 0.0 -0.3
H -0.1 -0.1 0.1
H 0.1 -0.1 -0.1
H -0.1 0.0 0.0
H 0.0 -0.2 0.0
H 0.1 -0.1 0.0
H 0.2 0.0 -0.3
N -0.2 -0.3 -0.1
H 0.0 -0.1 -0.1
O 0.9 -2.2 4.5
H 0.1 0.1 -0.1
H 0.1 0.1 -0.1
C 0.3 -0.1 -0.1
C 2.3 -0.7 -1.5
H 0.0 0.2 0.0
H -0.5 -1.7 -2.4
H -0.1 -0.1 -0.2
H 0.0 0.1 0.0
H 0.2 0.2 0.1

Summary:
Total energy in a.u.: -2272.3695
HOMO-LUMO gap in hartree: 0.2972

Löwdin atomic charge list, values in e, 8 entries:
1. H 0.08
2. H 0.06
3. C -0.27
4. C -0.10
5. C -0.25
6. H 0.10
7. H 0.06
8. N -0.19

=====

# 2
Density functional theory data (the ωB97M-V functional and the def2-TZVPD basis) for a molecular structure, C44H40Br4ClNO4P3SeTl at a distorted geometry.

Cartesian coordinates (Å):
H -3.9571 3.5381 -4.4600
Se 2.6371 -0.3328 -0.0061
C -2.0378 3.8219 -3.5429
C 0.5859 1.4113 6.2160
H -3.9213 -2.9575 2.1595
H 2.2009 3.2053 -3.3938
C -0.2104 1.8917 3.5351
H 1.8456 1.8801 -8.1139
C -0.7933 3.2693 -3.2686
H 0.5428 -3.0775 -0.5004
C -2.6753 1.8323 -4.7190
P -1.0178 -2.2367 -2.1584
C 2.7599 -0.1517 -4.9743
H -1.8128 -2.4124 -4.9380
C -3.9772 -0.1312 0.6413
H -3.4601 -0.7051 3.5113
C -0.4846 1.9790 -3.6931
C 1.6337 -4.1102 -4.6777
C -3.4379 2.1702 1.0776
C 0.7613 0.8549 3.8266
C -2.9334 -3.2729 2.4992
C 2.8086 -2.0999 -0.3097
H 0.6295 2.2658 -6.0012
H 0.0861 -3.4676 2.5035
C 2.0987 1.3042 -7.2304
H -0.4281 -4.4176 -1.1412
H -2.6190 -4.1332 1.9055
C -4.2461 -4.8218 -2.4709
C -0.2871 -2.6412 3.1124
H 1.5535 -3.6430 -2.5857
N 2.9753 -3.2243 -0.5458
C 3.1027 0.3494 -7.2970
C 1.4195 1.5253 -6.0400
C -0.7253 2.6200 4.6088
C -5.3257 -3.9464 -2.4475
O 2.2063 3.8678 -0.7764
H -2.7452 2.9970 0.9915
H -5.9350 -1.8900 -2.3991
H -4.8369 3.2460 2.2946
H -1.5618 1.7740 -0.8028
H 0.5087 -1.8991 3.1873
Tl 0.0298 0.4022 0.7789
H -0.5528 -3.0030 4.1079
H -1.1305 -3.2619 0.0234
H 3.6276 0.1763 -8.2292
C 1.7484 0.8062 -4.8917
C -3.7999 -2.0909 -2.3979
H -5.8211 -0.8402 1.4880
Br -2.0191 3.9386 4.1696
H -4.4202 -5.8908 -2.5095
C 1.7081 2.8571 -1.2520
H -2.9902 -3.5649 3.5500
H -6.3376 -4.3326 -2.4422
C 3.4276 -0.3860 -6.1660
C -0.8399 -2.8862 -4.8641
H -1.2028 0.2698 -4.7593
H 2.6034 -4.5878 -4.6025
C -5.1488 -0.0003 1.3681
H -1.9603 0.0367 -1.1209
C -2.7121 -2.9588 -2.3727
C -4.5974 2.3069 1.8151
P -1.7328 -1.8755 2.2719
C 2.1673 2.3820 -2.6779
C -1.4422 1.2746 -4.4270
Br 2.3025 -0.7959 5.5056
H -0.7067 -3.2589 -6.9673
C 1.0892 0.6321 5.1641
C 1.0117 -3.9996 -5.9111
H 3.0171 -0.7135 -4.0816
C -5.4540 1.2223 1.9396
Cl -6.9404 1.3973 2.8356
C -0.3213 2.4152 5.9345
H 1.4917 -4.3898 -6.8004
H -3.4045 1.2722 -5.2937
C -0.2220 -3.3705 -6.0048
H -3.6233 -1.0211 -2.3879
H -0.0762 3.8417 -2.6960
C -1.9477 0.8445 -0.4026
O -0.6129 2.0519 2.3240
C 1.0330 -3.5994 -3.5359
C -0.2283 -3.0132 -3.6164
C -2.3754 -0.7753 3.6045
P 1.0093 1.0370 -3.1948
H 3.1700 1.9594 -2.5897
Br 1.1151 1.0666 8.0046
H -1.9711 0.2262 3.4677
H -2.1019 -1.1471 4.5934
H -2.1185 -5.0236 -2.4317
H 4.2015 -1.1424 -6.2171
C -5.1003 -2.5799 -2.4207
C -2.9515 -4.3314 -2.4274
Br -1.0335 3.4882 7.3275
C -0.4531 -3.3757 -0.8217
C -2.9838 3.1064 -4.2607
H -2.2704 4.8178 -3.1850
O 0.7892 2.1274 -0.7260
O 1.2225 0.1363 2.8574
H -3.7229 -1.0827 0.1925
C -3.1160 0.9583 0.4493

Atomic forces in eV per Å
H 0.0 0.0 0.0
Se -0.2 0.6 0.1
C 0.0 0.1 0.0
C -0.2 0.1 0.1
H 0.0 0.0 0.0
H 0.0 0.1 0.1
C 0.0 0.0 0.2
H 0.0 0.0 0.0
C 0.0 -0.1 0.0
H 0.0 -0.1 0.0
C 0.0 0.0 -0.1
P -0.3 -0.5 0.0
C -0.1 0.0 0.0
H 0.0 0.0 0.0
C 0.1 0.2 -0.1
H 0.0 0.0 0.0
C -0.1 -0.1 0.2
C 0.1 0.0 0.0
C 0.1 -0.1 -0.1
C -0.2 0.0 0.2
C 0.1 0.2 -0.3
C 0.1 -0.7 -0.1
H 0.0 0.0 0.0
H 0.0 0.0 0.0
C 0.0 0.0 0.0
H 0.0 0.0 0.0
H 0.0 0.0 0.0
C 0.0 0.0 0.0
C 0.0 0.1 -0.2
H 0.0 -0.1 0.0
N 0.0 0.0 0.0
C 0.0 0.0 -0.1
C 0.1 0.0 0.0
C 0.0 0.2 -0.1
C 0.0 0.0 0.0
O 0.2 0.1 -0.1
H 0.0 0.0 0.0
H 0.0 0.0 0.0
H 0.0 0.0 0.0
H -0.1 0.1 -0.1
H 0.0 0.0 0.1
Tl 0.0 0.7 0.2
H 0.0 0.0 0.0
H 0.0 0.0 0.0
H 0.0 0.0 0.0
C -0.1 -0.1 0.2
C 0.1 0.0 0.0
H 0.0 0.0 0.0
Br 0.0 0.0 0.0
H 0.0 0.0 0.0
C -0.1 -0.1 -0.1
H 0.0 0.0 0.0
H 0.0 0.0 0.0
C 0.1 0.0 0.0
C 0.1 -0.1 0.0
H -0.1 -0.1 0.0
H 0.0 0.0 0.0
C -0.1 0.0 0.1
H 0.0 0.0 -0.1
C 0.0 0.2 0.0
C -0.1 0.0 0.0
P -0.1 -0.3 0.7
C -0.6 -0.2 0.8
C 0.0 0.0 0.1
Br -0.1 0.1 -0.1
H 0.0 0.0 0.0
C 0.2 -0.1 0.0
C 0.0 0.0 -0.1
H 0.0 -0.1 0.0
C 0.2 -0.1 -0.1
Cl -0.1 0.0 0.1
C 0.1 -0.1 0.1
H 0.0 0.0 0.0
H 0.0 0.0 0.0
C -0.1 0.0 0.0
H 0.0 0.0 0.1
H 0.0 0.0 0.0
C 1.3 -0.3 0.4
O 0.0 -0.2 -0.4
C -0.1 0.0 0.0
C 0.1 0.3 0.0
C 0.1 0.0 -0.2
P 0.3 0.2 -0.5
H 0.0 0.0 0.0
Br 0.0 0.0 0.0
H 0.0 0.0 0.1
H 0.0 0.0 0.0
H 0.0 0.0 0.0
H 0.0 0.0 0.0
C -0.1 0.0 0.0
C -0.1 0.0 0.0
Br 0.0 0.0 0.0
C 0.1 0.2 -0.1
C 0.0 0.1 0.0
H 0.0 0.0 0.0
O 0.3 0.2 -0.3
O -0.4 0.0 -0.8
H -0.1 0.0 -0.1
C -0.4 -0.1 0.2

Summary:
Net charge: -2
Total energy in a.u.: -16410.7543
HOMO-LUMO gap in hartree: 0.2182
ΔE to the lowest compared entry with this formula, charge and spin in kJ/mol: 0.0

Löwdin atomic charge list, values in e, 8 entries:
1. H 0.09
2. Se 0.68
3. C -0.09
4. C -0.78
5. H 0.02
6. H 0.08
7. C -0.47
8. H 0.09

=====

| no. | E_HOMO (Ha) | LUMO energy (eV) | molecular weight (g mol⁻¹) |
| --- | --- | --- | --- |
| 1 | -0.2963 | 0.02 | 634.03 |
| 2 | -0.0811 | 3.73 | 1378.14 |